Record 1
ORCA calculation (wB97M-V/def2-TZVPD) on a molecular structure, C7H7I2NO2S at a distorted geometry.

Properties
2S+1	3
Kohn-Sham gap (alpha / beta)	8.024 / 6.245	eV
highest occupied orbital energy (alpha / beta)	-8.181 / -9.247	eV
max |F|	0.076	hartree/bohr
E_LUMO (alpha / beta)	-0.00578 / -0.11030	Eh

Each line ends with the Mulliken charge.
CARTESIAN COORDINATES (ANGSTROEM)
I  -0.28  2.40  0.39  0.241
I  -3.36  1.86  -1.32  0.095
S  1.49  1.00  2.52  0.735
O  1.47  0.89  3.94  -0.556
O  2.76  0.95  1.95  -0.462
N  0.73  -0.53  2.05  -0.258
C  1.33  -0.63  -0.26  0.317
C  -0.97  -0.98  0.36  -0.080
C  -0.41  -0.90  -1.91  -0.651
C  0.89  -0.74  -1.55  -0.435
C  -1.35  -1.25  -0.93  -1.040
C  0.33  -0.73  0.71  -0.034
C  -1.37  2.43  -1.40  -0.705
H  2.43  -0.59  0.18  0.280
H  -1.70  -1.14  1.16  0.238
H  0.04  -0.84  2.71  0.327
H  1.63  -0.78  -2.35  0.360
H  -0.83  2.13  -2.25  0.493
H  -2.31  -1.52  -1.05  0.638
H  -0.54  -1.04  -2.94  0.497



Record 2
ORCA calculation (wB97M-V/def2-TZVPD) on a single C7H12N2OS molecule at a distorted geometry.

Properties
2S+1	1
Kohn-Sham gap	8.788	eV
highest occupied orbital energy	-8.008	eV
max |F|	0.123	hartree/bohr
energy relative to the best compared isomer or geometry (same formula, charge and spin)	502.9	kJ/mol
E_LUMO	0.02866	Eh

Each line ends with the Mulliken charge.
CARTESIAN COORDINATES (ANGSTROEM)
S  -0.40  0.94  -0.49  0.199
O  -0.06  -2.64  1.03  -0.466
N  -0.78  -0.59  -0.52  -0.342
N  1.22  1.03  -0.46  -0.637
C  1.75  -1.20  0.38  -0.588
C  0.61  -1.82  0.55  0.659
C  -2.11  -0.93  -1.00  -0.311
C  2.02  0.11  -0.17  1.189
C  -0.61  1.70  1.25  -1.027
C  3.52  0.43  -0.35  -1.202
C  -3.16  0.06  -0.51  -1.185
H  -3.00  1.08  -1.02  0.301
H  -1.59  2.05  1.57  0.364
H  2.63  -1.88  0.68  0.145
H  -0.41  0.90  2.03  0.278
H  0.39  2.21  1.28  0.415
H  -3.08  0.07  0.51  0.344
H  -1.94  -1.17  -2.13  0.238
H  -4.16  -0.20  -0.83  0.382
H  -2.25  -1.89  -0.52  0.300
H  3.68  1.59  -0.04  0.274
H  3.75  0.39  -1.44  0.253
H  3.99  -0.25  0.21  0.416



Record 3
ORCA calculation (wB97M-V/def2-TZVPD) on a molecular structure, C3HO2Tm at a distorted geometry.

Properties
2S+1	3
Kohn-Sham gap (alpha / beta)	9.144 / 5.797	eV
charge	+2
highest occupied orbital energy (alpha / beta)	-19.046 / -18.271	eV
max |F|	0.063	hartree/bohr
energy relative to the best compared isomer or geometry (same formula, charge and spin)	78.7	kJ/mol
E_LUMO (alpha / beta)	-0.36392 / -0.45840	Eh

Each line ends with the Mulliken charge.
CARTESIAN COORDINATES (ANGSTROEM)
Tm  -1.76  -3.49  1.63  1.945
O  -0.17  1.64  -0.84  -0.322
O  1.82  0.70  -0.68  -0.073
C  0.00  -0.52  0.11  -0.510
C  0.65  0.68  -0.39  0.373
C  -0.56  -1.50  0.58  0.180
H  0.01  2.49  -0.41  0.408